# 1
The following is a quantum chemistry calculation of a 2-piece molecular cluster, C5H5N overall at a distorted geometry, from the Open Molecules 2025 dataset.

Last column: Löwdin charge in e.
Geometry (Å):
C1 1.571 -0.382 0.194  0.0611
C2 0.863 0.756 0.388  -0.2020
C3 1.188 1.969 1.076  -0.2410
N1 1.579 3.007 1.317  0.1513
H1 2.546 -0.606 0.623  0.0781
H2 0.924 -1.025 -0.381  0.0470
H3 -0.033 0.944 -0.234  0.0857
C4 -1.896 -0.858 -0.295  -0.0071
C5 -2.399 -1.477 -1.166  0.0257
H4 -1.543 -0.189 0.377  -0.0230
H5 -2.802 -2.137 -1.898  0.0242

SMILES: C=CC#N.C#C
Strongest force on any atom (eV Å⁻¹): 2.57
Frontier orbital gap (eV): 10.82
E_HOMO (eV): -10.6


# 2
The following is a quantum chemistry calculation of one molecule with the formula C5H5N at a distorted geometry, from the Open Molecules 2025 dataset.

Last column: Löwdin charge in e.
Geometry (Å):
C1 0.184 1.241 0.378  -0.0295
C2 0.567 0.117 -0.505  -0.3506
C3 -0.173 -1.143 -0.565  -0.1368
C4 0.564 -2.085 -1.140  0.0257
C5 2.143 -1.078 -1.155  0.0843
N1 1.761 0.136 -1.112  -0.0102
H1 0.588 2.171 -0.017  0.0861
H2 0.573 1.101 1.390  0.0966
H3 -0.902 1.287 0.441  0.0807
H4 -1.193 -1.182 -0.215  0.1000
H5 0.532 -3.140 -1.269  0.0538

SMILES: CC1=CC=C=N1
Strongest force on any atom (eV Å⁻¹): 3.20
Frontier orbital gap (spin up / spin down) (eV): 7.13 / 7.41
E_HOMO (spin up / spin down) (eV): -8.0 / -8.4


# 3
The following is a quantum chemistry calculation of one molecule with the formula C5H5N at a distorted geometry, from the Open Molecules 2025 dataset.

Last column: Löwdin charge in e.
Geometry (Å):
C1 1.303 0.454 -1.722  -0.0950
C2 0.770 0.401 -0.365  -0.0742
C3 0.206 0.305 0.697  -0.0479
C4 -0.818 -0.045 1.690  -0.1812
C5 -1.701 -1.020 1.013  -0.2215
N1 -2.253 -1.806 0.368  0.1435
H1 2.368 0.214 -1.764  0.0768
H2 1.152 1.442 -2.163  0.0791
H3 0.767 -0.272 -2.346  0.0874
H4 -0.408 -0.506 2.590  0.1159
H5 -1.387 0.833 2.002  0.1171

SMILES: CC#CCC#N
Strongest force on any atom (eV Å⁻¹): 1.21
Frontier orbital gap (eV): 10.92
E_HOMO (eV): -10.1


# 4
The following is a quantum chemistry calculation of one molecule with the formula C5H5N at a distorted geometry, from the Open Molecules 2025 dataset.

Last column: Löwdin charge in e.
Geometry (Å):
H1 -1.249 -1.918 0.496  0.1020
N1 -0.254 -1.490 0.359  0.1282
C1 -0.198 -0.317 -0.099  -0.4879
C2 -1.339 0.578 -0.518  -0.0225
C3 1.110 0.153 -0.198  -0.2127
C4 2.388 0.476 -0.593  0.0131
C5 2.165 0.345 0.817  0.0695
H2 -1.358 0.339 -1.634  0.1098
H3 -2.324 0.086 -0.129  0.1151
H4 -1.110 1.615 -0.413  0.0659
H5 2.169 0.133 1.912  0.1196

SMILES: [H]/N=C(\C)C1=C=C1
Strongest force on any atom (eV Å⁻¹): 6.42
Frontier orbital gap (eV): 8.64
E_HOMO (eV): -8.3


- strongest force on any atom of number 1 (C5H5N)?
  2.57 eV Å⁻¹


- Which formula does entry 3 have?
  C5H5N


What did the third record say?
The following is a quantum chemistry calculation of one molecule with the formula C5H5N at a distorted geometry, from the Open Molecules 2025 dataset.

Last column: Löwdin charge in e.
Geometry (Å):
C1 1.303 0.454 -1.722  -0.0950
C2 0.770 0.401 -0.365  -0.0742
C3 0.206 0.305 0.697  -0.0479
C4 -0.818 -0.045 1.690  -0.1812
C5 -1.701 -1.020 1.013  -0.2215
N1 -2.253 -1.806 0.368  0.1435
H1 2.368 0.214 -1.764  0.0768
H2 1.152 1.442 -2.163  0.0791
H3 0.767 -0.272 -2.346  0.0874
H4 -0.408 -0.506 2.590  0.1159
H5 -1.387 0.833 2.002  0.1171

SMILES: CC#CCC#N
Strongest force on any atom (eV Å⁻¹): 1.21
Frontier orbital gap (eV): 10.92
E_HOMO (eV): -10.1